Record 1
This record from the OMol25 dataset describes a single C6H10N2OS molecule at a distorted geometry. The level of theory is ωB97M-V/def2-TZVPD.

- lowest unoccupied orbital energy (spin up / spin down) (eV) = 0.1 / -1.4
- gap between HOMO and LUMO (spin up / spin down) (eV) = 9.39 / 5.93
- energy relative to the best compared isomer or geometry (same formula, charge and spin) (kcal per mole) = 106.9

CARTESIAN COORDINATES (ANGSTROEM)
C -0.17399 2.49312 -0.23245
C -1.60278 0.69158 0.70595
C -0.32466 0.04024 0.92713
C -1.40198 1.94512 -0.12073
C 0.42965 -0.57051 -0.26624
C -0.49722 -1.48726 -1.09027
N 0.83193 3.00653 -0.59822
N 1.62964 -1.23933 0.14831
O 4.17365 -0.79952 0.78203
S 3.00575 -0.33468 0.03943
H -2.07149 0.01775 -0.01458
H -2.21512 0.75741 1.61148
H 0.39760 0.89145 1.30995
H -0.34614 -0.62566 1.75968
H -2.35231 2.41440 -0.44377
H 0.89549 0.20712 -0.95339
H 0.16620 -1.92380 -1.81106
H -1.15581 -0.93844 -1.71769
H -0.92825 -2.34372 -0.48009
H 1.53982 -2.20178 0.44452

Record 2
This record from the OMol25 dataset describes a molecular structure, C39H38Cl2FN7O5RuS3 at a distorted geometry. The level of theory is ωB97M-V/def2-TZVPD.

- charge = +1
- expectation value of S² = 0.758
- 2S+1 = 2
- lowest unoccupied orbital energy (spin up / spin down) (eV) = -3.3 / -3.3
- gap between HOMO and LUMO (spin up / spin down) (eV) = 5.39 / 5.55
- energy relative to the best compared isomer or geometry (same formula, charge and spin) (kcal per mole) = 26.2

CARTESIAN COORDINATES (ANGSTROEM)
Ru 1.11019 2.80076 1.45123
C 3.49980 -5.33782 2.65535
C 2.91961 -3.97242 2.91318
C 2.66660 -3.09394 1.85997
C 2.08602 -1.85914 2.09010
C 1.74080 -1.49514 3.38537
C 2.00049 -2.34363 4.44874
C 2.59128 -3.57595 4.20467
S 0.89340 0.03443 3.66022
O 1.01301 0.32010 5.06755
O -0.43136 -0.09835 3.10431
N 1.67310 1.05697 2.71924
C 2.93888 1.49582 2.94436
C 3.91217 1.08046 3.86066
C 5.11147 1.75528 3.85485
C 5.33314 2.80826 2.96024
C 4.32333 3.15529 2.09493
N 3.15885 2.49952 2.07972
H 4.05923 -5.36058 1.72036
H 2.70232 -6.08157 2.58540
H 4.16341 -5.64675 3.46262
H 2.93324 -3.38371 0.84920
H 1.91740 -1.14625 1.29194
H 1.74569 -2.03084 5.45280
H 2.80062 -4.24140 5.03427
H 3.70296 0.29134 4.56770
H 5.88623 1.47294 4.55665
H 6.26955 3.34574 2.94120
H 4.42750 3.96248 1.38219
Cl 2.31007 2.44975 -0.93083
C 2.72245 4.05766 -1.44362
C 3.24820 4.21266 -2.71450
C 3.59072 5.48064 -3.14646
C 3.39991 6.56349 -2.30035
C 2.86943 6.37289 -1.03909
Cl 2.65476 7.76567 -0.02250
C 2.50459 5.10516 -0.55762
S 1.83517 4.96235 1.05867
H 3.38759 3.34572 -3.34610
H 4.00515 5.62675 -4.13443
H 3.66145 7.56517 -2.61226
F 0.25445 -3.94113 -0.99850
C -0.49492 -2.87787 -1.37716
C -0.24078 -1.66357 -0.80821
C -1.01884 -0.55607 -1.13186
C -0.74317 0.74189 -0.47623
O 0.17481 0.84323 0.33599
C -1.63164 1.80450 -0.84349
C -2.62916 1.56933 -1.73259
N -2.85840 0.38903 -2.35762
C -3.98998 0.25158 -3.24190
C -3.76765 0.02573 -4.70901
C -4.28235 1.34553 -4.21493
C -2.06415 -0.70854 -2.04793
C -2.29652 -1.95739 -2.63424
C -1.52307 -3.05697 -2.31027
N -1.81145 -4.30278 -2.94477
C -0.80465 -5.34909 -2.96855
C -1.12018 -6.31903 -4.09215
N -2.49380 -6.89443 -3.85863
C -3.52084 -5.79422 -3.81258
C -3.13911 -4.84266 -2.69697
C -1.52751 3.20428 -0.29700
O -2.46527 3.96924 -0.50719
O -0.44424 3.54398 0.29826
H 0.53943 -1.55834 -0.06855
H -3.30631 2.37971 -1.96626
H -4.84148 -0.24208 -2.78619
H -4.44656 -0.64025 -5.22484
H -2.74594 -0.00355 -5.06396
H -5.31716 1.60545 -4.38242
H -3.59937 2.18274 -4.25439
H -3.08577 -2.06429 -3.36470
H -0.73831 -5.89798 -2.01777
H 0.17256 -4.91842 -3.16819
H -0.40627 -7.13897 -4.13192
H -1.14613 -5.80684 -5.05178
H -2.49197 -7.37232 -2.95468
H -2.72747 -7.58529 -4.57045
H -4.50229 -6.23827 -3.66057
H -3.48823 -5.28796 -4.77503
H -3.18506 -5.37133 -1.72923
H -3.86943 -4.03919 -2.66399
C -2.18672 2.33607 4.54645
N -2.30674 3.44808 3.60343
C -3.48977 3.96972 3.11023
C -3.16052 4.96402 2.25685
N -1.79164 5.04801 2.27039
C -1.27248 4.10530 3.06422
S 0.40085 3.85844 3.42055
H -3.17672 2.12055 4.93908
H -1.51837 2.61512 5.35638
H -1.77595 1.46288 4.04526
H -4.44758 3.57088 3.39063
H -3.77015 5.58708 1.63049
H -1.21844 5.56663 1.61858

Record 3
This record from the OMol25 dataset describes 3 unconnected molecules or ions with the total composition C21H43B3N2O3 at a distorted geometry. The level of theory is ωB97M-V/def2-TZVPD.

- lowest unoccupied orbital energy (eV) = 0.6
- gap between HOMO and LUMO (eV) = 8.64
- SMILES string = CB1OBOB(CCc2ccccc2)O1.CCN(CC)CC.CCN(CC)CC

CARTESIAN COORDINATES (ANGSTROEM)
C 2.79215 -2.49561 3.09357
B 3.13236 -1.90137 1.63449
O 3.54902 -0.53228 1.58032
B 4.49679 -0.39471 0.51741
O 4.35314 -1.09065 -0.71152
B 3.97461 -2.43783 -0.47247
C 4.65154 -3.70684 -1.19606
C 6.22486 -3.73489 -1.03887
C 6.73086 -3.16845 0.32198
C 6.26990 -3.68952 1.62425
C 6.74651 -3.13538 2.88448
C 7.73816 -2.06011 2.81752
C 8.23399 -1.52427 1.54465
C 7.70973 -2.06875 0.28404
O 2.96808 -2.72934 0.49663
H 1.67349 -2.57015 3.23422
H 3.26004 -3.49974 3.27435
H 3.14822 -1.81704 3.92045
H 5.37580 0.37855 0.73134
H 4.21104 -4.64125 -0.75686
H 4.40615 -3.65693 -2.29722
H 6.57521 -4.79649 -1.15301
H 6.70241 -3.16467 -1.88371
H 5.51413 -4.51584 1.55181
H 6.33719 -3.54895 3.83505
H 8.08866 -1.65861 3.80333
H 8.99767 -0.71416 1.58408
H 8.08239 -1.61969 -0.66499
C 0.78309 0.65277 0.94001
C -0.69370 0.28028 0.91336
N -1.30749 0.24043 2.23229
C -2.62546 -0.38319 2.23399
C -3.74184 0.31580 1.45556
C -1.18827 1.45053 3.03257
C -1.74321 2.75140 2.44716
H 1.34707 -0.00800 1.59368
H 1.20483 0.56540 -0.06442
H 0.93881 1.68274 1.26864
H -0.76440 -0.71606 0.46493
H -1.22104 0.96647 0.23527
H -2.95218 -0.52736 3.26911
H -2.51737 -1.39704 1.83247
H -4.10801 1.19903 1.97853
H -4.59215 -0.36318 1.34610
H -3.42926 0.60674 0.45098
H -0.12858 1.60610 3.25790
H -1.64648 1.28099 4.01200
H -1.47543 2.88703 1.39741
H -1.33714 3.60395 2.99797
H -2.82823 2.80537 2.53787
C -7.43108 2.73886 -4.44311
C -5.91527 2.75531 -4.29295
N -5.46657 3.10253 -2.95326
C -4.03904 3.39287 -2.88143
C -3.06490 2.25197 -3.18517
C -5.99145 2.28649 -1.86841
C -5.73787 0.77846 -1.92277
H -7.86809 3.69058 -4.13345
H -7.69616 2.57273 -5.48970
H -7.89131 1.93774 -3.86099
H -5.53249 3.50409 -4.99367
H -5.51574 1.78583 -4.62173
H -3.80697 3.80230 -1.89269
H -3.82822 4.21151 -3.57861
H -3.00804 1.53858 -2.36296
H -2.05871 2.65719 -3.32359
H -3.32539 1.71457 -4.09863
H -7.07305 2.44568 -1.81494
H -5.61854 2.67258 -0.91438
H -5.91148 0.35790 -2.91522
H -6.41416 0.26768 -1.23207
H -4.72312 0.52937 -1.61293

Record 4
This record from the OMol25 dataset describes a molecular structure, C6H3O3 at a distorted geometry. The level of theory is ωB97M-V/def2-TZVPD.

- charge = -1
- expectation value of S² = 2.044
- 2S+1 = 3
- lowest unoccupied orbital energy (spin up / spin down) (eV) = 4.1 / 3.2
- gap between HOMO and LUMO (spin up / spin down) (eV) = 5.36 / 6.53
- energy relative to the best compared isomer or geometry (same formula, charge and spin) (kcal per mole) = 0.0

CARTESIAN COORDINATES (ANGSTROEM)
C -1.79511 0.35485 -0.83161
C -1.06340 -0.28899 0.50072
C 2.40658 1.20238 -0.52101
C 0.06706 -0.26770 -0.37757
C -1.50359 -0.30730 1.71330
C 1.46259 -0.44817 -0.28821
O -2.08392 -0.59300 2.74302
O 2.00077 2.09598 0.13248
O -0.53953 -0.00909 -1.50895
H -2.75277 -0.21092 -1.11783
H 1.86161 -0.87019 -1.11241
H 1.93971 -0.65784 0.66807

Record 5
This record from the OMol25 dataset describes a gas-phase ion, C9H14NO3 (charge +1) at a distorted geometry. The level of theory is ωB97M-V/def2-TZVPD.

- charge = +1
- lowest unoccupied orbital energy (eV) = -2.8
- gap between HOMO and LUMO (eV) = 8.60
- SMILES string = C[N@@H+]1Cc2c(O)oc(O)c2C1(C)C
- energy relative to the best compared isomer or geometry (same formula, charge and spin) (kcal per mole) = 47.0

CARTESIAN COORDINATES (ANGSTROEM)
C 1.87828 -0.88492 0.15512
C 1.48313 0.46172 0.12358
C 3.24838 -0.96302 0.10704
C 2.58948 1.20904 0.04411
C 0.71262 -1.80149 -0.01193
C -0.11158 0.59366 -0.04110
C -0.52544 1.69673 -1.01638
C -0.74039 0.85175 1.39928
C -1.77172 -1.35224 -0.38196
N -0.38997 -0.81501 -0.60610
O 3.66880 0.41036 0.00166
O 4.12267 -1.89921 -0.03718
O 2.89905 2.49119 0.01699
H 0.84397 -2.65264 -0.68277
H 0.32505 -2.22628 1.00613
H 0.07267 1.44047 -1.97526
H -0.36261 2.67465 -0.76434
H -1.54651 1.49788 -1.20338
H -1.83090 0.72339 1.37786
H -0.49834 1.88339 1.59283
H -0.33963 0.25515 2.23510
H -2.02965 -1.75348 0.59340
H -2.63010 -0.53099 -0.64787
H -1.81416 -2.15137 -1.03628
H -0.15068 -0.72124 -1.60391
H 4.67598 -1.71135 -0.74450
H 3.70064 2.70651 -0.38029

Record 6
This record from the OMol25 dataset describes 2 unconnected molecules or ions with the total composition C3H6N2S at a distorted geometry. The level of theory is ωB97M-V/def2-TZVPD.

- lowest unoccupied orbital energy (spin up / spin down) (eV) = 0.6 / 0.6
- gap between HOMO and LUMO (spin up / spin down) (eV) = 8.21 / 8.21
- SMILES string = C=[NH+][S-].CC#N
- energy relative to the best compared isomer or geometry (same formula, charge and spin) (kcal per mole) = 44.9

CARTESIAN COORDINATES (ANGSTROEM)
C 2.64802 1.30172 0.02980
C -1.68448 0.03128 -0.09442
C -2.65503 -1.01005 0.05356
N -0.85532 0.81310 -0.20868
N 1.95856 0.20635 -0.04158
S 2.47680 -1.35342 0.00800
H 2.14670 2.25416 -0.01628
H 3.71840 1.26125 0.13121
H -3.66269 -0.60983 -0.05685
H -2.48021 -1.76985 -0.70801
H -2.54796 -1.46159 1.04021
H 0.93721 0.33690 -0.13698

Record 7
This record from the OMol25 dataset describes a gas-phase ion, C5H11N3 (charge +2) at a distorted geometry. The level of theory is ωB97M-V/def2-TZVPD.

- charge = +2
- lowest unoccupied orbital energy (eV) = -10.8
- gap between HOMO and LUMO (eV) = 7.97
- energy relative to the best compared isomer or geometry (same formula, charge and spin) (kcal per mole) = 148.7

CARTESIAN COORDINATES (ANGSTROEM)
C -1.58513 -1.14089 0.54376
C 0.56370 1.90919 -0.32081
C -0.35373 2.23618 0.62092
C 1.16969 0.42804 -0.02743
C 0.24184 -1.88450 -0.41573
N -0.79547 -2.18210 0.60134
N -1.20618 -0.13967 -0.18535
N 0.13000 -0.47912 -0.62292
H -2.65031 -0.93293 0.78727
H 0.26899 2.02543 -1.35399
H 1.39086 2.71901 -0.21090
H -0.20870 1.76642 1.51358
H -1.11246 2.95199 0.59197
H 2.23492 0.44026 -0.52029
H 1.27990 0.38275 1.04247
H 1.26231 -2.09865 -0.08938
H -0.00715 -2.43828 -1.30486
H -0.87327 -3.07930 0.98373
H 0.25017 -0.48382 -1.63337

Record 8
This record from the OMol25 dataset describes 9 unconnected molecules or ions with the total composition C9H22Cl10N4O8 at a distorted geometry. The level of theory is ωB97M-V/def2-TZVPD.

- lowest unoccupied orbital energy (eV) = -0.3
- gap between HOMO and LUMO (eV) = 10.32
- SMILES string = C[N+](=O)[O-].C[N+](=O)[O-].C[N+](=O)[O-].C[N+](=O)[O-].ClCCl.ClCCl.ClCCl.ClCCl.ClCCl
- energy relative to the best compared isomer or geometry (same formula, charge and spin) (kcal per mole) = 6.9

CARTESIAN COORDINATES (ANGSTROEM)
C 2.93644 0.39814 3.46428
N 1.63180 1.06780 3.70605
O 0.65199 0.36234 3.61839
O 1.61679 2.25243 3.89824
H 3.08149 0.47017 2.38793
H 2.88116 -0.64833 3.73538
H 3.70228 0.91293 4.03438
C -4.70056 -0.73135 -1.77972
N -3.54954 -1.66235 -2.05604
O -2.60483 -1.58558 -1.28525
O -3.63303 -2.46945 -2.95323
H -5.08656 -1.04112 -0.81338
H -5.46623 -0.88133 -2.53026
H -4.21440 0.23843 -1.78541
C -2.88879 2.94957 -2.18588
N -3.51908 2.68038 -3.51197
O -4.46318 1.91185 -3.54455
O -3.03481 3.27249 -4.45066
H -1.86284 2.58672 -2.20075
H -3.37457 2.48103 -1.33680
H -2.87731 4.03261 -2.09974
C 2.63381 -3.69883 0.97716
N 2.69602 -2.28701 1.36870
O 3.79052 -1.79779 1.52260
O 1.65193 -1.68194 1.46005
H 3.01149 -4.37034 1.74712
H 3.30283 -3.77137 0.12327
H 1.62005 -3.99922 0.75516
C -0.18129 0.76742 0.40487
Cl -1.13657 2.12585 1.10613
Cl 0.45959 1.31285 -1.15405
H 0.63915 0.50446 1.05917
H -0.85833 -0.05301 0.21508
C 4.05673 0.47916 -1.41596
Cl 4.16045 1.58791 -0.06278
Cl 4.90186 1.11585 -2.84474
H 4.46585 -0.48324 -1.12871
H 3.02375 0.36156 -1.71292
C 0.23530 -2.20822 -2.12661
Cl -0.38560 -3.59115 -1.23548
Cl 2.03483 -2.15648 -1.99206
H -0.05390 -2.26692 -3.16939
H -0.13865 -1.27852 -1.71158
C 1.39517 5.06786 1.43647
Cl 1.74371 6.61900 2.24922
Cl 2.55296 4.75930 0.13643
H 1.49290 4.22417 2.11363
H 0.38008 5.03579 1.05899
C -2.67239 -3.39482 1.60458
Cl -1.65928 -1.93711 1.71768
Cl -1.96115 -4.76145 2.50313
H -3.59682 -3.15487 2.11490
H -2.83124 -3.66629 0.56893

Record 9
This record from the OMol25 dataset describes a single C5H8O2 molecule at a distorted geometry. The level of theory is ωB97M-V/def2-TZVPD.

- lowest unoccupied orbital energy (eV) = 0.9
- gap between HOMO and LUMO (eV) = 10.80
- SMILES string = O[C@H]1C[C@]2(CO2)C1
- energy relative to the best compared isomer or geometry (same formula, charge and spin) (kcal per mole) = 74.9

CARTESIAN COORDINATES (ANGSTROEM)
O 1.28546 -1.38375 1.58987
C 0.68235 -0.19118 1.15571
C 1.21297 0.44287 -0.15903
C -0.13271 0.26056 -0.82112
C -0.84883 0.88175 -1.90536
O 0.08703 -0.04025 -2.34863
C -0.71722 -0.34710 0.49524
H 1.30362 -1.99730 0.84344
H 0.73581 0.47991 2.01987
H 1.90077 -0.23048 -0.68375
H 1.65092 1.43962 -0.12124
H -1.85964 0.50124 -2.06505
H -0.72837 1.94430 -2.04410
H -1.12229 -1.35571 0.48140
H -1.47889 0.30713 0.96606

Record 10
This record from the OMol25 dataset describes a molecular structure, C3HFO2Tb at a distorted geometry. The level of theory is ωB97M-V/def2-TZVPD.

- charge = +2
- expectation value of S² = 15.769
- 2S+1 = 8
- lowest unoccupied orbital energy (spin up / spin down) (eV) = -10.1 / -10.1
- gap between HOMO and LUMO (spin up / spin down) (eV) = 8.10 / 8.05

CARTESIAN COORDINATES (ANGSTROEM)
H -1.59002 -0.42497 1.17016
O 0.42461 -1.18454 0.18761
O 0.26409 0.98904 -0.09274
C -0.93429 -0.90670 0.15353
C -1.00397 0.46773 -0.00513
C 1.13667 -0.06980 -0.12835
F -1.88775 1.10044 -0.77997
Tb 3.59064 0.02881 -0.50510

Record 11
This record from the OMol25 dataset describes a single C2H4N4O molecule at a distorted geometry. The level of theory is ωB97M-V/def2-TZVPD.

- lowest unoccupied orbital energy (eV) = 0.7
- gap between HOMO and LUMO (eV) = 11.15
- SMILES string = COn1cnnn1
- energy relative to the best compared isomer or geometry (same formula, charge and spin) (kcal per mole) = 129.9

CARTESIAN COORDINATES (ANGSTROEM)
C 0.45205 -2.19216 0.15901
C -1.14500 0.34620 -0.33976
H 0.87233 -1.86282 1.25161
H -0.53169 -2.41597 0.27237
H 0.91857 -2.92493 -0.36362
H -2.01928 -0.09830 -1.05998
N 0.26697 0.04976 -0.39313
N -1.19672 1.40019 0.38274
N 0.01140 1.63637 0.90026
N 0.91534 0.82295 0.38338
O 0.61735 -1.12339 -0.99108

Number 1: DFT total energy -817.4215 Ha. Number 2: DFT total energy -4577.9697 Ha. Number 3: DFT total energy -1235.9475 Ha. Number 4: DFT total energy -455.9281 Ha. Number 5: DFT total energy -631.4969 Ha. Number 6: DFT total energy -625.5505 Ha. Number 7: DFT total energy -360.5658 Ha. Number 8: DFT total energy -5778.5910 Ha. Number 9: DFT total energy -345.6856 Ha. Number 10: DFT total energy -1188.8006 Ha. Number 11: DFT total energy -372.6933 Ha.